Computed, not measured: a single C6H14N2OS molecule, with wB97M-V/def2-TZVPD.

Values from the calculation:
**Kohn-Sham gap**: 9.13 eV
**SMILES**: SCCNN1CCOCC1
**Max |F|**: 4.00 eV Å⁻¹
**HOMO**: -8.27 eV
**Energy above the lowest of the compared OMol25 structures with the same formula, charge and spin**: 3.643 eV

Last column: natural (NBO) charge in e.
Positions of all 24 atoms, in Å:
S: -0.2437 1.7007 -4.3509  -0.101
C: -0.5985 1.3071 -2.5123  -0.480
C: 0.5854 0.5825 -1.9277  -0.232
N: 0.4390 0.5857 -0.4695  -0.487
N: 0.5446 -0.5196 0.2748  -0.302
C: 1.5453 -0.5774 1.3942  -0.248
C: 0.8293 -0.1379 2.7015  -0.084
O: -0.2830 -0.9455 2.9582  -0.554
C: -1.3311 -0.8999 1.9118  -0.086
C: -0.7088 -1.1806 0.5091  -0.249
H: -1.1011 1.0404 -5.1193  0.136
H: -1.4353 0.6117 -2.3981  0.220
H: -0.7596 2.2503 -1.8602  0.216
H: 1.4909 1.1011 -2.2841  0.177
H: 0.7249 -0.4756 -2.2858  0.212
H: -0.1241 1.4161 -0.0527  0.328
H: 2.4884 0.0380 1.2103  0.224
H: 1.7968 -1.6477 1.5878  0.201
H: 0.4570 0.8633 2.7574  0.166
H: 1.5361 -0.4690 3.5748  0.191
H: -1.7324 0.1756 2.0713  0.156
H: -2.0615 -1.6278 2.1200  0.195
H: -1.4870 -0.9364 -0.3082  0.209
H: -0.5716 -2.2552 0.4976  0.192

Atomic forces in eV per Å
S 0.54 0.69 1.37
C -0.53 0.20 -0.36
C 1.01 -0.62 0.21
N -0.37 3.78 0.23
N 0.98 -1.17 0.06
C -0.92 0.59 0.25
C 1.85 -2.10 1.13
O -1.73 -1.74 -0.98
C 2.27 3.27 0.39
C -1.76 -0.14 0.62
H -0.59 -0.45 0.49
H -0.31 0.59 -0.27
H 0.02 -1.25 -1.64
H 0.05 -0.06 0.40
H -0.54 0.94 0.37
H 1.22 -1.93 -1.06
H -1.47 -0.84 -0.16
H 0.02 0.70 -0.43
H 0.51 1.19 -0.13
H -1.08 1.37 -1.35
H 0.11 -1.57 -0.83
H -0.87 -0.77 0.61
H 1.43 -0.24 1.19
H 0.16 -0.46 -0.14